(1)
The following is a quantum chemistry calculation of one molecule with the formula C16H22N4OS in a non-equilibrium geometry, from OMol25.

```
44
Properties=species:S:1:pos:R:3
C 1.202 1.445 -2.712
C 0.832 0.982 -1.300
N 1.890 0.356 -0.534
C 2.365 -0.912 -1.050
C 3.102 -1.653 0.092
N 3.446 -0.770 1.191
C 2.414 -0.583 2.189
C 1.090 0.045 1.752
O 0.788 1.207 1.950
N 0.147 -0.854 1.324
C -1.121 -0.450 0.981
S -1.639 1.170 1.290
C -3.203 0.772 0.655
C -3.302 -0.511 0.228
C -2.097 -1.245 0.406
C -1.862 -2.575 0.049
N -1.618 -3.660 -0.244
C -4.650 -0.801 -0.343
C -5.470 0.434 0.094
C -4.455 1.550 0.438
C 3.997 0.466 0.676
C 2.985 1.244 -0.190
H 1.976 2.208 -2.685
H 1.551 0.609 -3.314
H 0.323 1.868 -3.190
H 0.483 1.837 -0.715
H 0.012 0.261 -1.372
H 1.508 -1.495 -1.397
H 3.047 -0.772 -1.904
H 4.037 -2.077 -0.288
H 2.503 -2.478 0.481
H 2.831 0.067 2.964
H 2.203 -1.562 2.634
H 0.396 -1.812 1.123
H -4.591 -0.879 -1.433
H -5.075 -1.732 0.033
H -6.044 0.185 0.986
H -6.169 0.749 -0.679
H -4.333 2.250 -0.393
H -4.756 2.123 1.315
H 4.876 0.195 0.084
H 4.330 1.076 1.517
H 2.556 2.077 0.372
H 3.493 1.646 -1.081
```

Output
* total charge: 0
* 2S+1: 1
* structure (SMILES): CCN1CCN(CC(=O)Nc2sc3c(c2C#N)CCC3)CC1

Mulliken population analysis, charges in e, atoms 1 to 8: C -1.48; C -0.60; N 0.94; C -0.78; C -0.94; N 0.10; C -1.65; C 1.15

***

(2)
The following is a quantum chemistry calculation of one molecule with the formula C16H22N4S2, from OMol25.

```
44
Properties=species:S:1:pos:R:3
C 3.751 -5.374 -0.988
C 3.461 -4.152 -0.584
C 3.402 -2.958 -1.496
N 4.266 -1.883 -1.050
C 4.061 -1.051 -0.001
S 5.293 -0.044 0.459
N 2.869 -1.083 0.632
C 2.445 -0.055 1.552
C 1.374 0.830 0.972
C 0.339 1.304 1.768
C -0.643 2.115 1.233
C -0.620 2.460 -0.113
C -1.739 3.282 -0.705
N -3.024 2.628 -0.550
C -3.358 1.556 -1.303
S -2.499 1.077 -2.632
N -4.488 0.883 -0.981
C -5.316 1.107 0.178
C -4.689 0.704 1.489
C -3.506 0.138 1.630
C 0.415 1.991 -0.907
C 1.406 1.192 -0.369
H 3.791 -6.205 -0.305
H 3.950 -5.597 -2.024
H 3.273 -3.944 0.460
H 3.718 -3.239 -2.503
H 2.372 -2.586 -1.566
H 5.228 -1.918 -1.352
H 2.127 -1.635 0.225
H 2.087 -0.526 2.475
H 3.337 0.538 1.788
H 0.305 1.037 2.815
H -1.438 2.478 1.870
H -1.567 3.424 -1.774
H -1.805 4.259 -0.218
H -3.429 2.680 0.373
H -4.661 0.069 -1.548
H -6.239 0.537 0.042
H -5.602 2.167 0.225
H -5.309 0.916 2.350
H -3.118 -0.128 2.598
H -2.870 -0.085 0.789
H 0.439 2.244 -1.956
H 2.213 0.846 -0.999
```

Output
* total charge: 0
* 2S+1: 1
* structure (SMILES): C=CCNC(=S)NCc1ccc(CNC(=S)NCC=C)cc1

Mulliken population analysis, charges in e, atoms 1 to 8: C -0.79; C 0.23; C -0.89; N -0.11; C 0.21; S -0.45; N -0.05; C -1.12

***

(3)
The following is a quantum chemistry calculation of one molecule with the formula C16H22N6OS2 in a non-equilibrium geometry, from OMol25.

```
47
Properties=species:S:1:pos:R:3
C 0.817 3.095 -1.224
C 0.447 3.201 0.252
N 0.091 1.925 0.824
C 0.811 1.119 1.657
C 2.189 1.368 2.123
S 3.329 1.597 0.702
C 2.950 0.132 -0.192
N 3.153 0.182 -1.498
C 2.851 -0.913 -2.173
C 2.351 -2.050 -1.555
C 2.186 -1.977 -0.179
N 2.494 -0.891 0.506
N 0.111 0.063 1.979
N -1.074 0.147 1.371
C -1.083 1.246 0.671
S -2.417 1.777 -0.328
C -2.137 0.691 -1.783
C -1.459 -0.618 -1.406
O -0.269 -0.750 -1.653
N -2.208 -1.589 -0.870
C -3.585 -1.496 -0.441
C -3.687 -1.714 1.071
C -3.076 -3.057 1.452
C -1.630 -3.097 0.970
C -1.588 -2.858 -0.536
H -0.051 2.825 -1.819
H 1.185 4.058 -1.569
H 1.593 2.351 -1.381
H -0.411 3.870 0.373
H 1.291 3.596 0.820
H 2.270 2.286 2.705
H 2.517 0.511 2.708
H 3.010 -0.861 -3.242
H 2.093 -2.932 -2.114
H 1.801 -2.800 0.408
H -3.108 0.552 -2.255
H -1.471 1.217 -2.468
H -4.157 -2.273 -0.966
H -4.007 -0.525 -0.694
H -3.134 -0.919 1.572
H -4.735 -1.663 1.368
H -3.645 -3.870 0.991
H -3.115 -3.189 2.534
H -1.062 -2.311 1.469
H -1.173 -4.062 1.195
H -2.133 -3.653 -1.061
H -0.560 -2.826 -0.900
```

Output
* total charge: 0
* 2S+1: 1
* structure (SMILES): CCn1c(CSc2ncccn2)nnc1SCC(=O)N1CCCCC1

Mulliken population analysis, charges in e, atoms 1 to 8: C -0.50; C -0.92; N 0.42; C 0.69; C -1.01; S -0.19; C 0.45; N -0.57

***

Record-wise calculated total energy values, in hartree: -1315.323520, -1638.271984, -1823.070238
Record-wise Kohn-Sham gap values, in eV: 8.6, 8.5, 9.3
Record-wise ΔE to the lowest compared entry with this formula, charge and spin values, in kJ/mol: 94.3, 6.6, 0.0